Entry 1:
The following is a DFT calculation (ωB97M-V with the def2-TZVPD basis set) of a structure of composition AgCl4 in a non-equilibrium geometry.

```
5
Properties=species:S:1:pos:R:3:forces:R:3
Ag -0.25444 -0.81870 -0.62153 0.0 1.0 0.3
Cl 0.52854 2.68701 0.38348 1.5 1.6 2.0
Cl 0.49945 -0.52763 1.80948 0.1 0.1 0.7
Cl 0.08441 -3.22781 0.13527 -0.2 -1.0 -0.8
Cl -0.85796 1.88713 -1.70670 -1.4 -1.7 -2.2
```
Forces are in eV/Å.

## Properties
**Lowest unoccupied orbital energy**: 8.6 eV
**Kohn-Sham gap**: 0.1599 hartree
**Energy relative to the best compared isomer or geometry (same formula, charge and spin)**: 3.240 eV
**Charge**: -3



Entry 2:
The following is a DFT calculation (ωB97M-V with the def2-TZVPD basis set) of a structure of composition AgClH6O3 in a non-equilibrium geometry.

```
11
Properties=species:S:1:pos:R:3:forces:R:3
Ag -28.39350 5.91923 9.95106 0.9 -2.3 1.5
Cl -29.09690 7.69484 8.93732 0.0 1.0 -1.8
O -29.12210 8.19822 6.17105 0.1 0.5 -0.1
H -29.70160 8.15283 6.93154 -0.4 0.0 -0.3
H -28.48594 7.49699 6.31189 0.3 -0.4 -0.3
O -28.28535 10.01930 10.15309 0.3 0.2 0.4
H -28.67858 10.85834 9.91306 0.0 0.6 0.0
H -28.66434 9.39181 9.53756 0.0 0.4 0.1
O -31.57201 7.12363 9.75965 -0.5 -0.8 0.8
H -31.86790 6.80143 8.90826 -0.5 -0.2 -0.5
H -30.77145 7.61155 9.56658 -0.2 1.1 0.1
```
Forces are in eV/Å.

## Properties
**Spin multiplicity**: 2
**Lowest unoccupied orbital energy (spin up / spin down)**: -6.2 / -10.4 eV
**Expectation value of S²**: 0.757
**Kohn-Sham gap (spin up / spin down)**: 0.3668 / 0.1684 hartree
**Energy relative to the best compared isomer or geometry (same formula, charge and spin)**: 0.917 eV
**Charge**: +1



Entry 3:
The following is a DFT calculation (ωB97M-V with the def2-TZVPD basis set) of a structure of composition AgH14O11P in a non-equilibrium geometry.

```
27
Properties=species:S:1:pos:R:3:forces:R:3
Ag 5.05400 8.90800 -18.77100 6.6 -0.4 3.6
P 2.98500 9.38900 -20.34100 -3.6 1.3 -11.5
O 3.31400 10.24000 -19.13900 -3.7 12.6 7.9
O 3.00000 8.69000 -19.08400 -9.6 -10.5 13.8
O 4.32000 10.00000 -20.67100 6.7 8.3 -8.7
O 4.02200 8.22400 -20.48200 1.0 -9.9 -8.0
O 6.49000 8.40600 -20.88100 1.4 -0.1 -0.5
H 5.52600 8.58700 -20.82100 -0.1 -0.5 -1.2
H 6.82600 9.25000 -20.58300 0.6 0.3 0.0
O 6.25700 10.88700 -19.48200 1.4 0.2 -0.5
H 5.42200 10.60600 -19.99600 -0.1 0.6 -0.6
H 5.92200 11.41700 -18.77600 -0.1 0.7 0.7
O 4.37000 11.91100 -17.73300 0.5 1.0 0.8
H 4.02000 11.24700 -18.41900 -0.5 0.5 0.2
H 3.59200 12.23900 -17.27000 0.0 -0.1 -0.3
O 3.80700 9.44200 -16.74400 0.0 0.5 1.2
H 4.22400 10.33700 -16.67500 -0.5 -1.0 -0.4
H 3.48700 9.34100 -17.70400 -0.5 0.8 2.2
O 6.85600 8.02000 -17.69800 1.0 0.2 0.8
H 7.30900 8.11100 -16.84300 -0.4 -0.5 -0.5
H 6.69600 7.10000 -17.96100 0.0 -0.1 -0.1
O 5.14900 6.35100 -19.37900 2.0 -0.6 -1.3
H 4.74800 7.17200 -19.85500 0.1 -1.8 -0.2
H 4.63300 6.30200 -18.59000 -0.8 -0.4 0.9
O 3.53000 6.79200 -17.55900 -0.8 0.2 0.8
H 3.30700 7.53700 -18.23400 -0.4 -1.4 0.9
H 3.95300 7.29000 -16.85100 -0.1 0.1 0.1
```
Forces are in eV/Å.

## Properties
**Lowest unoccupied orbital energy**: 5.5 eV
**Kohn-Sham gap**: 0.1813 hartree
**Energy relative to the best compared isomer or geometry (same formula, charge and spin)**: 13.916 eV
**Charge**: -2